Record 1
A molecular structure, C39H81Br3Cl14NO4P in a non-equilibrium geometry. Source: OMol25; level of theory: ωB97M-V/def2-TZVPD.

```
143
Properties=species:S:1:pos:R:3:lowdin_charge:R:1
C 3.997 -6.276 -4.377 -0.110
C 3.097 -7.055 -3.431 -0.235
C 2.180 -6.172 -2.474 -0.225
C 1.121 -5.294 -3.124 -0.265
P -0.538 -6.035 -3.253 1.047
C -1.676 -4.884 -3.955 -0.288
C -3.085 -5.351 -4.320 -0.209
C -3.256 -5.747 -5.814 -0.238
C -4.590 -5.401 -6.492 -0.102
C -0.542 -7.601 -4.325 -0.246
C -0.119 -7.373 -5.762 -0.282
C -0.601 -8.479 -6.677 -0.265
C -0.119 -8.300 -8.152 -0.077
C -1.050 -6.502 -1.512 -0.209
C -1.746 -7.944 -1.472 -0.262
C -2.512 -8.172 -0.201 -0.277
C -3.034 -9.610 -0.018 -0.090
H 4.758 -5.754 -3.796 0.077
H 3.471 -5.461 -4.873 0.065
H 4.513 -6.898 -5.108 0.077
H 3.761 -7.677 -2.831 0.108
H 2.368 -7.600 -4.031 0.070
H 2.880 -5.538 -1.930 0.113
H 1.790 -6.812 -1.683 0.093
H 1.443 -4.906 -4.090 0.095
H 1.036 -4.381 -2.534 0.110
H -1.124 -4.275 -4.671 0.116
H -1.818 -4.317 -3.035 0.099
H -3.661 -4.454 -4.093 0.113
H -3.574 -5.925 -3.534 0.115
H -3.243 -6.837 -5.809 0.089
H -2.422 -5.429 -6.441 0.100
H -4.598 -5.733 -7.530 0.071
H -4.912 -4.360 -6.522 0.076
H -5.417 -5.951 -6.043 0.074
H -1.566 -7.972 -4.279 0.080
H 0.092 -8.387 -3.915 0.097
H 0.968 -7.447 -5.796 0.104
H -0.381 -6.421 -6.223 0.102
H -1.674 -8.635 -6.565 0.098
H -0.269 -9.424 -6.248 0.111
H -0.589 -9.171 -8.608 0.069
H 0.944 -8.499 -8.290 0.072
H -0.386 -7.338 -8.591 0.075
H -1.687 -5.665 -1.228 0.091
H -0.289 -6.474 -0.733 0.094
H -0.942 -8.672 -1.587 0.113
H -2.546 -8.007 -2.210 0.097
H -3.264 -7.388 -0.287 0.115
H -1.854 -7.919 0.630 0.112
H -3.564 -9.968 -0.901 0.069
H -3.844 -9.561 0.709 0.073
H -2.296 -10.365 0.252 0.077
C 1.952 9.684 9.808 -0.087
C 2.078 9.315 8.297 -0.260
C 2.712 7.956 8.105 -0.188
C 2.931 7.568 6.604 -0.090
N 3.712 6.268 6.547 -0.259
C 4.990 6.248 7.419 -0.080
C 5.836 5.074 6.845 -0.171
C 5.613 5.121 5.382 -0.141
C 4.254 5.892 5.140 -0.047
C 2.721 5.119 6.989 0.051
H 1.540 10.692 9.831 0.073
H 2.970 9.708 10.195 0.069
H 1.330 8.976 10.357 0.076
H 2.632 10.083 7.757 0.108
H 1.104 9.413 7.816 0.113
H 2.001 7.210 8.461 0.106
H 3.583 7.860 8.753 0.105
H 3.644 8.231 6.112 0.123
H 2.125 7.453 5.879 0.148
H 4.778 6.202 8.487 0.125
H 5.467 7.186 7.132 0.137
H 5.602 4.154 7.381 0.118
H 6.898 5.267 6.995 0.121
H 5.584 4.118 4.958 0.124
H 6.393 5.680 4.864 0.119
H 3.454 5.430 4.561 0.135
H 4.372 6.873 4.678 0.120
H 2.416 5.244 8.028 0.095
H 3.169 4.143 6.801 0.103
H 1.902 5.103 6.270 0.110
O -0.705 0.226 0.874 -0.515
C -0.409 1.460 1.528 -0.521
C -0.991 2.851 1.133 -0.542
O -0.722 4.021 1.832 -0.476
H 0.586 1.448 1.974 0.041
H -0.780 1.330 2.545 0.036
H -2.058 2.631 1.166 0.059
H -0.637 2.998 0.113 0.049
O 2.099 -0.417 -7.606 0.087
C 1.309 0.455 -7.286 -0.504
O 1.040 0.691 -6.022 0.032
C 0.186 1.799 -5.775 -0.132
C -0.561 1.816 -7.100 -0.167
C 0.456 1.355 -8.126 -0.077
H 0.756 2.687 -5.502 0.130
H -0.492 1.641 -4.936 0.132
H -1.024 2.763 -7.376 0.115
H -1.457 1.204 -6.999 0.116
H 1.013 2.222 -8.480 0.129
H 0.060 0.994 -9.075 0.127
C -6.646 -0.253 -0.770 -0.996
Cl -7.063 -1.915 -0.260 0.454
Cl -7.894 0.190 -1.941 0.463
H -6.646 0.458 0.057 0.037
H -5.682 -0.132 -1.264 0.036
C 3.093 -3.823 4.053 -1.074
Cl 3.006 -5.249 5.036 0.506
Cl 3.630 -2.480 5.035 0.501
H 3.794 -3.909 3.223 0.030
H 2.069 -3.593 3.757 0.028
C 1.798 9.068 -0.664 -0.958
Cl 1.638 9.852 -2.274 0.469
Cl 2.933 9.941 0.465 0.430
H 0.817 8.908 -0.218 0.033
H 2.224 8.080 -0.837 0.022
C -3.720 6.670 -3.025 -1.067
Cl -4.587 5.567 -4.081 0.489
Cl -4.003 8.292 -3.592 0.503
H -4.097 6.545 -2.010 0.032
H -2.671 6.392 -2.925 0.040
C -3.637 -2.405 4.812 -0.958
Cl -5.168 -1.474 5.083 0.449
Cl -3.642 -3.969 5.696 0.448
H -3.548 -2.594 3.742 0.028
H -2.813 -1.784 5.164 0.030
C -3.774 9.452 2.860 -1.022
Cl -2.503 10.591 3.429 0.453
Cl -5.393 10.061 3.145 0.509
H -3.660 9.258 1.793 0.028
H -3.565 8.500 3.347 0.031
C 4.803 1.437 -1.854 -1.030
Cl 5.244 3.146 -2.187 0.464
Cl 5.829 0.606 -0.699 0.500
H 3.814 1.419 -1.396 0.029
H 4.694 0.951 -2.824 0.028
C -4.694 4.521 7.113 -1.506
Br -3.901 3.097 8.177 0.509
Br -4.122 6.336 7.780 0.471
Br -6.588 4.218 7.437 0.517
H -4.435 4.398 6.061 -0.004
```

***

Record 2
A molecular structure, C39H83BN2O12SSi in a non-equilibrium geometry. Source: OMol25; level of theory: ωB97M-V/def2-TZVPD.

```
139
Properties=species:S:1:pos:R:3:lowdin_charge:R:1
C -5.820 4.664 2.546 -0.115
C -4.482 4.963 3.318 -0.148
B -4.393 4.289 4.785 -0.492
O -5.447 4.478 5.646 0.129
C -3.060 3.491 5.154 -0.045
C -2.964 1.992 5.276 -0.109
Si -4.526 0.964 4.968 0.584
C -5.736 1.280 6.409 -0.163
C -4.329 -0.909 4.876 -0.192
C -5.438 1.445 3.359 -0.154
C -1.719 1.490 5.643 -0.164
C -1.434 0.004 5.859 -0.148
C -1.130 -0.762 4.509 -0.194
C 0.346 -1.273 4.453 -0.190
C 0.525 -1.964 3.047 -0.201
C 1.741 -1.421 2.229 -0.148
C 1.434 -1.486 0.705 -0.247
O 1.250 -0.190 0.159 -0.196
C 0.865 -0.259 -1.201 -0.115
C -0.585 2.354 5.867 -0.280
N 0.663 2.005 6.243 -0.233
S 1.512 3.376 6.392 0.997
N 0.410 4.530 5.978 -0.204
C -0.681 3.793 5.743 -0.332
C -1.973 4.304 5.364 -0.166
C -2.104 5.836 5.193 -0.028
H -5.581 3.961 1.731 0.070
H -6.576 4.256 3.233 0.052
H -6.217 5.572 2.059 0.071
H -4.387 6.061 3.457 0.101
H -3.615 4.647 2.715 0.103
H -6.041 5.156 5.290 0.104
H -6.697 0.764 6.233 0.039
H -5.243 0.919 7.335 0.040
H -5.934 2.352 6.571 0.005
H -4.006 -1.399 5.808 0.036
H -3.716 -1.186 4.005 0.024
H -5.342 -1.315 4.665 0.042
H -4.669 1.827 2.661 0.042
H -5.966 0.580 2.926 0.041
H -6.128 2.272 3.580 0.014
H -0.491 -0.073 6.433 0.095
H -2.191 -0.504 6.474 0.097
H -1.758 -1.657 4.392 0.092
H -1.248 -0.030 3.692 0.121
H 1.066 -0.457 4.616 0.098
H 0.448 -2.088 5.193 0.110
H 0.585 -3.061 3.166 0.107
H -0.385 -1.777 2.445 0.097
H 1.998 -0.396 2.538 0.113
H 2.573 -2.128 2.409 0.108
H 2.233 -2.034 0.152 0.120
H 0.501 -2.068 0.530 0.102
H 0.420 0.691 -1.539 0.090
H 0.105 -1.046 -1.399 0.085
H 1.762 -0.526 -1.795 0.081
H -1.179 6.293 5.584 0.072
H -2.169 6.069 4.119 0.084
H -2.933 6.256 5.786 0.092
C 5.196 0.145 -1.678 -0.105
O 4.404 -0.108 -2.829 -0.203
C 4.861 0.603 -3.973 -0.198
C 5.632 -0.301 -4.914 -0.203
O 6.863 -0.719 -4.338 -0.194
C 6.814 -2.049 -3.850 -0.108
H 4.915 -0.578 -0.912 0.086
H 6.262 0.036 -1.890 0.084
H 4.997 1.152 -1.300 0.091
H 5.465 1.466 -3.679 0.127
H 3.970 0.973 -4.492 0.125
H 5.880 0.266 -5.818 0.118
H 5.027 -1.162 -5.212 0.122
H 6.803 -2.756 -4.686 0.087
H 5.941 -2.216 -3.215 0.084
H 7.713 -2.223 -3.260 0.090
C -10.584 4.502 9.474 -0.111
O -9.734 3.652 8.723 -0.188
C -9.676 4.009 7.349 -0.198
C -8.396 4.753 7.025 -0.211
O -8.366 6.032 7.645 -0.187
C -7.540 6.060 8.798 -0.103
H -10.417 4.296 10.531 0.089
H -10.370 5.557 9.285 0.084
H -11.632 4.292 9.236 0.088
H -10.552 4.598 7.062 0.126
H -9.694 3.075 6.777 0.125
H -8.356 4.922 5.943 0.120
H -7.520 4.162 7.307 0.111
H -6.485 6.019 8.507 0.087
H -7.765 5.234 9.477 0.086
H -7.721 6.999 9.319 0.089
C -1.834 -4.974 0.872 -0.108
O -1.271 -4.219 -0.188 -0.207
C -0.442 -5.002 -1.037 -0.203
C -1.152 -5.359 -2.328 -0.203
O -2.235 -6.249 -2.097 -0.190
C -3.494 -5.598 -2.127 -0.111
H -2.602 -4.365 1.348 0.088
H -2.292 -5.898 0.511 0.085
H -1.064 -5.211 1.614 0.086
H -0.098 -5.904 -0.521 0.127
H 0.436 -4.393 -1.276 0.121
H -0.446 -5.878 -2.984 0.125
H -1.492 -4.456 -2.845 0.126
H -3.754 -5.327 -3.156 0.088
H -3.504 -4.705 -1.497 0.083
H -4.242 -6.297 -1.753 0.089
C 4.725 -0.694 -8.803 -0.100
O 4.338 -1.903 -8.166 -0.206
C 2.930 -1.991 -7.981 -0.205
C 2.294 -2.904 -9.009 -0.204
O 2.370 -2.347 -10.314 -0.189
C 3.390 -2.938 -11.103 -0.109
H 5.772 -0.782 -9.093 0.082
H 4.129 -0.499 -9.697 0.088
H 4.624 0.143 -8.103 0.081
H 2.472 -0.998 -8.005 0.127
H 2.766 -2.415 -6.984 0.123
H 1.231 -3.013 -8.770 0.125
H 2.751 -3.898 -8.980 0.126
H 3.098 -3.951 -11.399 0.089
H 4.345 -2.971 -10.572 0.080
H 3.512 -2.334 -12.002 0.090
C 11.563 -3.055 -9.010 -0.113
O 10.977 -2.630 -7.791 -0.191
C 10.503 -1.290 -7.847 -0.201
C 8.997 -1.243 -8.015 -0.201
O 8.600 -1.733 -9.290 -0.199
C 8.087 -3.054 -9.230 -0.107
H 11.711 -4.133 -8.954 0.088
H 10.921 -2.834 -9.866 0.083
H 12.537 -2.573 -9.147 0.088
H 11.000 -0.734 -8.648 0.126
H 10.765 -0.819 -6.895 0.126
H 8.672 -0.199 -7.958 0.125
H 8.501 -1.795 -7.211 0.123
H 7.096 -3.048 -8.762 0.079
H 8.750 -3.724 -8.677 0.085
H 7.988 -3.427 -10.249 0.090
```

***

no.,E_HOMO (eV),LUMO energy (hartree)
1,-2.3267,-0.0100
2,-8.4242,-0.0166